ORCA calculation (wB97M-V/def2-TZVPD) on one molecule with the formula C23H27NO2S2 at a distorted geometry.

Structure (XYZ):
```
55
Properties=species:S:1:pos:R:3:lowdin_charge:R:1
N -0.71377 0.78295 1.06114 0.13
H -1.20547 0.14111 -3.96924 0.08
C 0.93376 -1.62236 -3.63017 -0.47
H 4.65493 -0.24350 2.08240 0.09
H 0.19312 -3.81314 3.00962 0.11
C 1.42871 1.49639 0.59601 -0.44
S 1.28300 -1.49651 -1.85292 0.89
H -3.27915 -1.83482 0.02997 0.12
H 3.01659 0.61312 -1.27421 0.06
C -3.03838 2.14568 1.21035 -0.01
C 4.19993 2.60140 0.23417 -0.03
C 4.90533 0.71536 1.62072 -0.03
C -0.70388 -1.99531 2.26528 -0.03
C -3.05997 0.75161 1.38500 -0.14
S -0.01215 1.16280 -2.15534 0.93
C -2.37506 -3.67496 0.78552 -0.07
H -1.28921 -5.30833 1.66567 0.10
C 0.46089 0.35574 0.42888 -0.28
C -0.21552 0.60698 -3.84257 -0.51
C -1.76777 0.04448 1.28862 -0.18
H -3.03414 -4.30529 0.18962 0.10
H 5.09551 2.58505 -0.40045 0.10
C -1.39170 -4.22628 1.61271 -0.08
C 0.20656 -0.28880 -1.17283 -0.82
H -6.35670 2.86501 1.53550 0.10
H -0.00205 -2.17431 -3.79262 0.08
C -1.68986 -1.43362 1.42889 -0.18
C 0.86807 -0.30461 -4.37875 -0.32
H 3.39010 3.08021 -0.31395 0.08
C 3.75516 0.25165 -0.54038 -0.05
H -4.15412 4.00084 1.16076 0.11
O 1.24155 2.62091 0.17295 0.10
H -4.34543 -0.94830 1.78137 0.10
H 4.43714 3.19714 1.12277 0.09
H 4.73373 0.12538 -1.02632 0.10
H -0.06629 -1.34533 2.87549 0.13
H 1.78554 -2.20147 -4.02198 0.08
H 5.06067 1.44925 2.41947 0.09
H -2.07885 2.61821 1.00680 0.11
C -5.43668 2.27831 1.48107 -0.09
C -0.56267 -3.37827 2.35359 -0.07
H 1.83384 0.20346 -4.37036 0.11
C -5.48587 0.88309 1.62729 -0.08
H 5.86207 0.59644 1.08825 0.09
C -4.20726 2.91548 1.27234 -0.07
H -0.72782 -0.77051 -0.81176 0.05
H 0.88339 -0.61194 0.71735 0.11
C -4.30647 0.12929 1.61948 -0.03
C -2.52374 -2.29182 0.68343 -0.05
H 3.41026 -0.73369 -0.19750 0.07
H -0.17829 1.56132 -4.40122 0.08
H 0.65469 -0.50777 -5.43274 0.11
H -6.44952 0.38321 1.76761 0.10
C 3.83206 1.18892 0.64828 -0.57
O 2.53116 1.16019 1.35695 0.01
```

## Properties
* net charge: 0
* energy relative to the best compared isomer or geometry (same formula, charge and spin): 0.0000 eV
* SMILES: CC(C)(C)OC(=O)[C@@H](N=C(c1ccccc1)c1ccccc1)C1SCCCS1
* multiplicity: 1
* orbital gap: 7.970 eV